ORCA calculation (wB97M-V/def2-TZVPD) on a molecular structure, C2F6NO4RbS2.

```
16
Properties=species:S:1:pos:R:3
Rb 2.400 -1.499 1.921
C -1.073 1.529 1.696
F -2.139 1.077 1.064
F -1.247 2.821 1.964
F -0.846 0.833 2.805
S 0.481 1.455 0.582
O 0.293 2.417 -0.466
O 1.644 1.700 1.423
N 0.585 -0.174 0.184
S 0.143 -0.312 -1.300
O -1.177 0.155 -1.630
O 1.211 0.036 -2.215
C -0.020 -2.166 -1.494
F -0.396 -2.461 -2.709
F 1.117 -2.785 -1.153
F -0.974 -2.624 -0.671
```

* Kohn-Sham gap: 0.3135 hartree
* E_tot: -1851.57973 hartree
* E_LUMO: -1.23 eV
* energy above the lowest of the compared OMol25 structures with the same formula, charge and spin: 0.0 kJ/mol

ORCA calculation (wB97M-V/def2-TZVPD) on a molecular structure, C2F6NO4S2Sc.

```
16
Properties=species:S:1:pos:R:3
O 0.502 0.018 2.197
Sc 1.655 -0.226 0.559
N 1.836 0.767 -1.373
S -1.117 -0.114 2.052
O -1.632 -1.219 2.924
C -1.602 1.407 3.043
F -2.929 1.509 3.043
F -1.094 2.507 2.497
F -1.182 1.315 4.297
S 1.767 -0.571 -2.074
O 1.463 -1.664 -1.023
O 2.762 -0.994 -3.084
C 0.191 -0.671 -3.077
F -0.866 -0.464 -2.295
F 0.200 0.263 -4.028
F 0.047 -1.861 -3.658
```

* Kohn-Sham gap: 0.2879 hartree
* E_tot: -2588.23092 hartree
* E_LUMO: -2.63 eV
* energy above the lowest of the compared OMol25 structures with the same formula, charge and spin: 0.0 kJ/mol

ORCA calculation (wB97M-V/def2-TZVPD) on a molecular structure, C2F6NO4S5SbW.

```
20
Properties=species:S:1:pos:R:3
W 1.441 1.295 -0.065
S 2.314 2.489 1.782
Sb 3.171 3.512 -0.207
S 3.385 0.994 -1.022
S 0.912 3.276 -1.130
F -3.897 0.683 0.779
C -2.858 -0.118 0.850
F -3.027 -1.173 0.081
F -2.615 -0.450 2.092
S -1.414 0.889 0.146
O -0.580 1.412 1.236
O -1.984 1.771 -0.803
N -0.288 -0.068 -0.608
S 0.304 -1.323 0.243
O 1.471 -0.699 0.909
O -0.597 -2.072 1.031
C 0.954 -2.423 -1.107
F 1.748 -1.711 -1.896
F -0.068 -2.893 -1.781
F 1.628 -3.391 -0.528
```

* total charge: +1
* Kohn-Sham gap (alpha / beta): 0.2459 / 0.2593 hartree
* E_tot: -3329.16748 hartree
* E_LUMO (alpha / beta): -6.25 / -6.16 eV
* energy above the lowest of the compared OMol25 structures with the same formula, charge and spin: 0.0 kJ/mol
* expectation value of S²: 0.766
* multiplicity: 2